Entry 1:
Below is 5 unconnected molecules or ions with the total composition C25H42F12N2O10P3S at a distorted geometry, with properties calculated with ωB97M-V/def2-TZVPD.

Summary:
Total energy, hartree: -4460.04125
Strongest force on any atom, eV Å⁻¹: 10.69
Gap between HOMO and LUMO, eV: 5.601

Geometry as ORCA input:
```
! wB97M-V def2-TZVPD RIJCOSX def2/J DEFGRID3
* xyz -1 1
C 2.478 3.342 0.563
C 3.540 2.717 -0.328
P 4.818 1.403 0.241
C 3.453 0.301 1.015
C 2.182 -0.096 0.104
C 0.848 -0.107 1.107
C -0.526 -0.551 0.330
C -1.233 0.640 -0.560
O -1.736 1.764 0.283
C -2.123 2.909 -0.578
N 6.179 0.443 0.929
C 6.222 -0.841 0.568
O 6.018 -2.181 0.413
P 4.847 0.425 -1.703
N 5.072 1.655 -2.800
P 5.011 2.613 2.097
S 6.934 2.455 2.583
H 1.756 2.738 1.255
H 2.470 4.535 0.553
H 3.503 3.199 -1.421
H 5.838 2.291 -0.294
H 2.986 0.984 1.885
H 3.789 -0.644 1.602
H 2.320 -1.242 -0.204
H 2.016 0.481 -0.892
H 1.072 -0.963 1.910
H 0.721 0.879 1.720
H -1.321 -0.895 1.149
H -0.379 -1.476 -0.387
H -0.578 1.030 -1.451
H -2.193 0.148 -1.052
H -3.154 2.748 -1.121
H -2.202 3.902 0.053
H -1.307 3.098 -1.399
H 5.956 -0.421 -2.036
H 3.658 -0.208 -2.143
H 4.264 1.685 -3.460
H 4.821 4.023 1.879
H 4.308 2.059 3.219
C -4.847 -4.534 -2.440
C -4.403 -4.898 -1.035
O -2.994 -5.168 -1.001
C -2.172 -4.070 -0.964
O -2.577 -2.912 -0.960
C -0.707 -4.498 -0.884
F -0.397 -5.486 -1.772
F -0.379 -4.980 0.349
F 0.161 -3.478 -1.137
H -4.555 -5.314 -3.150
H -5.933 -4.405 -2.481
H -4.376 -3.606 -2.777
H -4.910 -5.816 -0.718
H -4.668 -4.119 -0.311
C 2.776 0.349 -8.451
C 1.542 -0.240 -7.793
O 1.518 0.066 -6.391
C 1.082 1.323 -6.057
O 0.728 2.165 -6.876
C 1.062 1.499 -4.539
F 2.203 1.050 -3.941
F 0.034 0.818 -3.956
F 0.923 2.800 -4.155
H 3.683 0.015 -7.935
H 2.835 0.051 -9.501
H 2.769 1.442 -8.402
H 1.568 -1.331 -7.880
H 0.621 0.100 -8.282
C 1.003 -5.084 4.378
C -0.479 -5.087 4.051
O -1.149 -6.152 4.743
C -1.452 -5.916 6.060
O -1.182 -4.874 6.648
C -2.201 -7.105 6.660
F -1.624 -8.302 6.352
F -3.489 -7.179 6.215
F -2.271 -7.060 8.020
H 1.446 -6.062 4.166
H 1.527 -4.323 3.792
H 1.175 -4.880 5.439
H -0.616 -5.269 2.980
H -0.946 -4.121 4.276
C -2.506 5.408 2.611
C -3.826 5.252 1.879
O -4.885 5.902 2.598
C -4.972 7.262 2.442
O -4.209 7.920 1.742
C -6.164 7.817 3.220
F -6.242 7.324 4.490
F -7.353 7.517 2.623
F -6.134 9.175 3.344
H -2.593 5.048 3.641
H -1.714 4.847 2.105
H -2.204 6.458 2.666
H -4.088 4.190 1.820
H -3.767 5.627 0.851
*
```

These are the Löwdin partial charges, in e, on atoms 1 to 8: -0.136 -0.352 0.154 -0.375 -0.268 -0.200 -0.173 -0.201


Entry 2:
Below is 3 unconnected molecules or ions with the total composition C25H42N4O6S at a distorted geometry, with properties calculated with ωB97M-V/def2-TZVPD.

Summary:
Total energy, hartree: -2046.26096
Strongest force on any atom, eV Å⁻¹: 2.67
SMILES string: CC[C@@H](C)c1c(N=C=S)ccc2c1C(=O)NC2=O.COCCNCCOC.COCCNCCOC
Gap between HOMO and LUMO, eV: 7.916

Geometry as ORCA input:
```
! wB97M-V def2-TZVPD RIJCOSX def2/J DEFGRID3
* xyz 0 1
C 5.693 2.566 -2.408
C 4.266 2.386 -3.098
C 4.164 3.506 -4.209
C 4.811 3.019 -5.582
C 2.725 4.010 -4.501
C 2.393 5.442 -4.681
N 3.520 6.397 -4.523
C 3.642 6.555 -3.307
S 3.820 6.876 -1.745
C 1.063 5.945 -4.995
C -0.054 4.996 -5.147
C 0.264 3.605 -4.969
C 1.621 3.080 -4.652
C 1.527 1.520 -4.555
O 2.318 0.654 -4.736
N 0.107 1.344 -4.217
C -0.597 2.308 -5.084
O -1.564 2.073 -5.733
H 6.432 2.552 -3.263
H 5.799 3.553 -1.898
H 5.961 1.689 -1.767
H 4.343 1.406 -3.645
H 3.439 2.401 -2.348
H 4.813 4.358 -3.859
H 5.810 2.576 -5.336
H 4.899 3.927 -6.235
H 4.103 2.258 -6.006
H 0.911 7.037 -5.144
H -1.088 5.298 -5.404
H 0.026 1.842 -3.318
C -3.652 -1.663 0.650
O -2.607 -2.592 0.885
C -2.482 -3.574 -0.142
C -1.191 -3.371 -0.925
N -1.260 -2.172 -1.755
C 0.023 -1.777 -2.342
C 1.144 -1.367 -1.381
O 0.887 -0.158 -0.675
C 0.131 -0.314 0.514
H -3.767 -1.053 1.547
H -3.406 -0.999 -0.184
H -4.598 -2.174 0.450
H -3.353 -3.591 -0.803
H -2.430 -4.545 0.361
H -1.017 -4.242 -1.565
H -0.369 -3.308 -0.200
H -1.600 -1.401 -1.193
H -0.183 -0.924 -2.993
H 0.381 -2.586 -2.986
H 2.030 -1.169 -1.991
H 1.429 -2.171 -0.693
H 0.320 -1.270 1.007
H -0.936 -0.197 0.307
H 0.414 0.487 1.200
C -4.313 -2.125 7.930
O -2.918 -2.373 7.940
C -2.579 -3.718 7.600
C -1.879 -3.770 6.249
N -2.808 -3.482 5.159
C -2.158 -3.271 3.863
C -1.215 -2.072 3.733
O -1.866 -0.810 3.816
C -2.056 -0.325 5.134
H -4.480 -1.129 8.341
H -4.707 -2.143 6.909
H -4.848 -2.853 8.546
H -3.449 -4.379 7.627
H -1.876 -4.063 8.365
H -1.454 -4.768 6.103
H -1.056 -3.046 6.273
H -3.334 -2.647 5.388
H -2.957 -3.144 3.131
H -1.620 -4.183 3.585
H -0.785 -2.115 2.730
H -0.367 -2.122 4.426
H -1.259 -0.635 5.813
H -3.029 -0.639 5.520
H -2.065 0.766 5.091
*
```

These are the Löwdin partial charges, in e, on atoms 1 to 8: -0.102 -0.202 -0.320 -0.037 -0.050 -0.174 0.094 -0.752


Entry 3:
Below is a molecular structure, C25H43Cl3GdN5O4Si at a distorted geometry, with properties calculated with ωB97M-V/def2-TZVPD.

Summary:
Total energy, hartree: -3988.92109
Strongest force on any atom, eV Å⁻¹: 3.95
Gap between HOMO and LUMO (spin up / spin down), eV: 3.318 / 7.548

Geometry as ORCA input:
```
! wB97M-V def2-TZVPD RIJCOSX def2/J DEFGRID3
* xyz 0 8
C 2.138 -1.309 -4.603
C 1.290 -0.124 -4.167
H 2.414 -1.249 -5.658
H 1.544 -2.215 -4.436
H 3.083 -1.393 -4.038
C 0.806 0.822 -5.081
C 0.632 0.567 -6.523
H 0.727 1.852 -4.763
H 0.208 -0.422 -6.712
H 1.527 0.640 -7.154
H -0.052 1.311 -6.927
Gd -0.640 -0.544 1.878
Cl 2.022 -0.515 1.539
Cl -1.513 -2.807 2.890
C 0.525 2.439 1.623
O -0.478 1.710 1.390
N 0.410 3.734 1.872
C -0.910 4.353 1.868
C 1.582 4.578 2.068
H 1.543 2.017 1.640
H -1.616 3.708 2.405
H -1.268 4.485 0.834
H -0.821 5.324 2.362
H 2.453 3.930 2.198
H 1.452 5.196 2.963
H 1.755 5.226 1.198
H -2.045 -1.724 -2.976
H -2.242 1.155 -3.799
C -2.954 -1.362 -2.477
C -3.084 1.021 -3.107
N -2.784 0.029 -2.074
H -3.199 -1.989 -1.619
C -2.608 0.444 -0.801
O -2.576 -0.277 0.224
H -3.313 1.977 -2.623
H -2.457 1.535 -0.745
H -3.762 -1.387 -3.217
H -3.943 0.683 -3.693
O 0.376 -0.570 -3.030
C 1.405 0.246 -2.622
C -0.068 2.299 -2.237
C 1.196 1.677 -2.205
H -0.936 1.654 -2.415
C -0.242 3.661 -1.963
H 2.133 -0.342 -2.034
C 2.278 2.499 -1.796
H -1.252 4.103 -1.996
C 0.853 4.467 -1.619
C 2.112 3.861 -1.523
H 3.249 2.017 -1.665
H 0.742 5.546 -1.448
H 2.962 4.453 -1.174
Si 0.276 -3.931 -0.385
Cl -0.226 -1.698 -0.439
C -1.391 -4.775 -0.166
C 1.282 -4.085 1.206
C 1.234 -4.519 -1.857
H -2.224 -4.122 -0.462
H -1.542 -5.042 0.890
H -1.453 -5.700 -0.750
H 0.591 -4.639 -2.741
H 1.668 -5.504 -1.629
H 2.060 -3.839 -2.092
H 1.023 -3.308 1.939
H 2.360 -4.019 1.013
H 1.079 -5.052 1.691
C -2.378 -0.151 6.492
N -1.049 -0.512 6.014
C -0.296 -1.397 6.733
C 0.849 -1.900 6.205
C 1.201 -1.492 4.886
N 0.458 -0.610 4.195
C -0.706 -0.165 4.723
O -1.520 0.465 3.977
N 2.243 -2.036 4.247
H -3.163 -0.690 5.948
H -2.563 0.915 6.375
H -2.446 -0.414 7.551
H -0.721 -1.654 7.708
H 1.451 -2.628 6.737
H 2.780 -2.782 4.661
H 2.472 -1.705 3.299
*
```

These are the Löwdin partial charges, in e, on atoms 1 to 8: -0.003 -0.349 0.075 0.085 0.091 -0.058 -0.102 0.106